A | Here is 13 unconnected molecules or ions with the total composition C42H118N8O13 from the OMol25 dataset. Energies are from ωB97M-V/def2-TZVPD.

CARTESIAN COORDINATES (ANGSTROEM)
1 C 3.0901 -1.1283 -5.4244
2 C 2.6771 -2.5270 -4.9377
3 C 2.8516 -2.7167 -3.4393
4 O 2.5561 -3.9892 -2.9486
5 C 3.5138 -4.9985 -3.1712
6 N 1.3018 -2.7066 -5.4165
7 H 2.4995 -0.3692 -4.9132
8 H 3.2287 -1.0516 -6.5021
9 H 4.1347 -0.8840 -5.1757
10 H 3.2710 -3.3159 -5.4132
11 H 2.2638 -1.9504 -2.9171
12 H 3.8792 -2.4791 -3.1119
13 H 3.2603 -5.7995 -2.4778
14 H 4.5359 -4.6354 -3.0478
15 H 3.4196 -5.4851 -4.1483
16 H 0.7265 -1.9793 -4.9906
17 H 0.9281 -3.5585 -4.9957
18 C -1.6148 -3.8693 6.5096
19 C -1.0479 -5.0372 5.6693
20 C 0.4504 -5.0232 5.5987
21 O 0.8802 -3.8910 4.8846
22 C 2.1452 -4.0935 4.2896
23 N -1.5852 -6.2665 6.2796
24 H -1.1675 -3.8990 7.5081
25 H -2.6928 -3.9513 6.6494
26 H -1.3855 -2.8820 6.1032
27 H -1.5412 -4.8473 4.7068
28 H 0.7903 -5.9666 5.1497
29 H 0.8563 -5.0588 6.6183
30 H 2.4492 -3.2272 3.7004
31 H 2.1524 -4.9016 3.5488
32 H 2.8555 -4.2575 5.1049
33 H -1.0870 -7.0510 5.8579
34 H -2.5411 -6.4129 5.9765
35 C -0.9864 -0.0512 8.1871
36 C -0.8203 1.1061 7.2122
37 C -1.5874 0.8917 5.9241
38 O -1.2734 -0.3392 5.2892
39 C -1.7468 -0.3036 3.9558
40 N -1.1182 2.4476 7.7295
41 H -2.0385 -0.3169 8.3354
42 H -0.5182 0.0935 9.1619
43 H -0.5467 -0.9801 7.8126
44 H 0.2395 1.1865 6.9337
45 H -1.4590 1.7611 5.2703
46 H -2.6708 0.8485 6.1288
47 H -2.8174 -0.5614 3.9603
48 H -1.4524 -1.0853 3.2503
49 H -1.5280 0.6559 3.4919
50 H -2.1325 2.3770 7.8752
51 H -0.7695 2.5650 8.6752
52 C 3.9058 0.8169 -0.7596
53 C 4.4761 0.3726 -2.1200
54 C 4.5928 1.4888 -3.1293
55 O 3.2947 1.8368 -3.5748
56 C 3.2503 3.0023 -4.3521
57 N 5.7815 -0.2124 -1.7836
58 H 2.9635 1.3516 -0.9079
59 H 4.5974 1.4386 -0.1931
60 H 3.6598 -0.0453 -0.1352
61 H 3.8015 -0.4318 -2.4322
62 H 5.2011 1.0879 -3.9481
63 H 5.0091 2.3894 -2.6661
64 H 3.4486 3.8892 -3.7380
65 H 2.2360 3.1021 -4.7389
66 H 3.9252 3.0644 -5.2129
67 H 5.6146 -0.8539 -1.0147
68 H 6.1804 -0.8352 -2.4839
69 C 0.5947 0.5344 -2.1967
70 C -0.3986 0.2034 -1.0797
71 C 0.2824 0.1604 0.2963
72 O 1.3332 -0.7498 0.2973
73 C 1.9396 -0.8977 1.5581
74 N -1.5465 1.0982 -1.1130
75 H 1.3899 -0.2114 -2.2069
76 H 1.0163 1.5345 -2.1169
77 H -0.0037 0.3912 -3.0975
78 H -0.7850 -0.8234 -1.1871
79 H -0.5001 -0.1610 1.0022
80 H 0.5497 1.2024 0.5325
81 H 2.1904 0.0967 1.9330
82 H 2.8650 -1.4667 1.4263
83 H 1.4006 -1.5198 2.2820
84 H -1.9564 1.0100 -2.0569
85 H -2.2832 0.6302 -0.5821
86 C 2.5275 3.7495 0.5031
87 C 2.5709 4.8717 -0.5680
88 C 3.9286 4.9620 -1.2338
89 O 4.9338 5.0886 -0.2361
90 C 6.0648 4.2502 -0.3953
91 N 1.5596 4.7023 -1.6272
92 H 1.6514 3.7913 1.1492
93 H 3.3776 3.9779 1.1524
94 H 2.6528 2.7490 0.0881
95 H 2.2806 5.8470 -0.1698
96 H 3.9624 5.8261 -1.9038
97 H 4.0814 4.0867 -1.8774
98 H 6.2143 3.9101 -1.4242
99 H 5.9072 3.4038 0.2800
100 H 6.9712 4.8107 -0.1596
101 H 0.5713 4.7603 -1.4107
102 H 1.6778 3.7346 -1.9260
103 C -3.2378 -1.6102 -3.6299
104 C -3.8365 -0.3630 -4.2709
105 C -5.3453 -0.3539 -4.0422
106 O -6.0232 -1.2530 -4.8962
107 C -6.2007 -0.8050 -6.2119
108 N -3.2676 0.8447 -3.6259
109 H -2.1797 -1.7092 -3.8692
110 H -3.8627 -2.4888 -3.7813
111 H -3.2954 -1.3872 -2.5570
112 H -3.5400 -0.3013 -5.3239
113 H -5.8168 0.6240 -4.2175
114 H -5.5369 -0.6252 -3.0021
115 H -6.9357 0.0086 -6.2854
116 H -6.6638 -1.6107 -6.7794
117 H -5.2703 -0.4671 -6.6726
118 H -3.9523 1.5904 -3.6391
119 H -2.4620 1.1432 -4.1718
120 C -3.3846 -4.6799 0.4805
121 C -2.4365 -4.0994 1.5364
122 C -1.1263 -3.4957 1.0431
123 O -0.3873 -4.4614 0.3512
124 C 1.0030 -4.1694 0.1809
125 N -3.1390 -3.0142 2.2507
126 H -4.2907 -5.0850 0.9293
127 H -2.8166 -5.3874 -0.1188
128 H -3.7462 -3.8750 -0.1659
129 H -2.1864 -4.8611 2.2810
130 H -0.5275 -3.1373 1.8967
131 H -1.2543 -2.5654 0.4671
132 H 1.3944 -5.0093 -0.3853
133 H 1.5037 -4.0045 1.1350
134 H 1.0226 -3.2910 -0.4693
135 H -2.6605 -2.5691 3.0202
136 H -4.0164 -3.3669 2.6142
137 C 3.6083 1.6633 4.4289
138 C 2.1326 1.6465 4.8416
139 O 1.6304 0.3363 4.7824
140 H 3.9845 0.7071 4.7985
141 H 4.1613 2.5149 4.8139
142 H 3.7203 1.6390 3.3440
143 H 1.5257 2.3139 4.2108
144 H 1.9967 2.0990 5.8334
145 H 0.7371 0.2629 5.1420
146 C -1.3721 3.3308 2.0309
147 C -2.8144 3.8170 1.9298
148 O -2.8827 5.2422 1.7792
149 H -0.9694 3.4670 3.0340
150 H -0.7145 3.6376 1.2189
151 H -1.4128 2.2416 1.8930
152 H -3.3328 3.5400 2.8474
153 H -3.3498 3.4506 1.0493
154 H -2.2320 5.4739 1.1076
155 C -5.4330 0.2361 1.4199
156 C -4.6238 -0.2542 0.1910
157 O -3.3038 -0.5415 0.6216
158 H -4.9634 1.1407 1.8169
159 H -5.1907 -0.4466 2.2383
160 H -6.4923 0.3555 1.2119
161 H -4.5539 0.4862 -0.6069
162 H -5.1280 -1.1459 -0.1925
163 H -3.2136 -1.4731 0.8857
164 C -2.1194 5.6252 -2.8011
165 C -2.0729 4.1347 -2.5179
166 O -1.4053 3.8282 -1.3200
167 H -2.7288 6.2383 -2.1426
168 H -2.4387 5.7723 -3.8341
169 H -1.0655 5.9189 -2.7541
170 H -1.5196 3.6133 -3.3125
171 H -3.0986 3.7338 -2.5349
172 H -1.3708 2.8368 -1.1790
173 C 0.3654 0.9585 -6.8749
174 C -0.2719 1.1441 -5.5246
175 O -1.3911 2.0193 -5.5362
176 H -0.3438 0.5081 -7.5760
177 H 1.1622 0.2128 -6.9133
178 H 0.7746 1.8658 -7.3214
179 H 0.4612 1.4741 -4.7823
180 H -0.6370 0.1860 -5.1474
181 H -1.1268 2.9240 -5.7285

Its net charge is 0. The LUMO energy is 0.5 eV. For the highest occupied orbital energy, the calculation gives -8.686 eV.

Here are the Löwdin charges for atoms 1 to 2, given in e:
1 C -0.058
2 C -0.416

---

B | Here is 13 unconnected molecules or ions with the total composition C42H118N8O13 from the OMol25 dataset. Energies are from ωB97M-V/def2-TZVPD.

CARTESIAN COORDINATES (ANGSTROEM)
1 C 5.6424 2.6779 1.0204
2 C 5.5323 1.9325 2.3285
3 C 6.0801 0.4951 2.1576
4 O 5.2176 -0.3707 1.4165
5 C 5.9225 -1.5527 1.0033
6 N 6.3191 2.6340 3.3418
7 H 5.0718 2.1499 0.2093
8 H 6.6971 2.8213 0.7190
9 H 5.2641 3.6311 1.2551
10 H 4.4532 1.8761 2.6116
11 H 6.3164 0.0509 3.1585
12 H 7.0315 0.5031 1.5462
13 H 6.4466 -2.0593 1.8397
14 H 6.6078 -1.1742 0.2086
15 H 5.2279 -2.1766 0.4784
16 H 6.5969 3.5666 2.9826
17 H 5.9297 2.7412 4.2783
18 C 3.5109 -0.1396 4.6271
19 C 2.9657 0.4624 5.9150
20 C 3.1703 1.9854 5.9573
21 O 4.5571 2.3776 5.9538
22 C 4.9914 2.6233 7.2414
23 N 1.5694 0.0499 6.1595
24 H 3.5567 -1.2602 4.6855
25 H 4.4687 0.2772 4.4380
26 H 2.8717 0.0672 3.7847
27 H 3.5020 0.0653 6.7684
28 H 2.5729 2.4541 6.7727
29 H 2.7531 2.3395 5.0446
30 H 4.5676 3.6486 7.5089
31 H 6.0799 2.5914 7.2693
32 H 4.7035 1.9621 8.0788
33 H 1.3134 0.4289 7.1093
34 H 0.9131 0.5899 5.5870
35 C -4.0290 -3.5289 -5.2598
36 C -3.0769 -2.4790 -4.7237
37 C -3.6502 -1.6590 -3.5650
38 O -4.3277 -0.6184 -4.2786
39 C -5.0944 0.2111 -3.3714
40 N -1.8274 -3.0889 -4.2905
41 H -4.9289 -3.1441 -5.6818
42 H -4.4434 -4.1540 -4.4002
43 H -3.5184 -4.2087 -5.9684
44 H -2.9300 -1.7255 -5.5269
45 H -2.8947 -1.3083 -2.9019
46 H -4.4110 -2.2105 -3.0000
47 H -5.6827 0.9579 -3.8860
48 H -4.3399 0.5491 -2.5335
49 H -5.8205 -0.3428 -2.7976
50 H -1.6196 -3.7094 -5.0490
51 H -1.1291 -2.3227 -4.2479
52 C -0.2931 -4.7075 5.6827
53 C 0.5090 -3.4817 5.2444
54 C 1.1026 -3.7230 3.8128
55 O 1.8664 -4.8505 3.7547
56 C 2.4805 -5.0982 2.4938
57 N -0.4129 -2.3939 5.0318
58 H -1.2354 -4.7236 5.0817
59 H -0.7269 -4.6734 6.6581
60 H 0.3158 -5.5923 5.7155
61 H 1.4077 -3.3461 5.9193
62 H 1.7141 -2.8049 3.5844
63 H 0.2131 -3.7250 3.1498
64 H 3.0663 -6.0067 2.6549
65 H 3.1995 -4.2816 2.2281
66 H 1.7240 -5.1140 1.6568
67 H 0.0856 -1.5276 4.9460
68 H -1.0476 -2.1973 5.8389
69 C 1.4486 5.4767 -5.7901
70 C 0.0535 5.7950 -5.3202
71 C -0.9218 4.8553 -5.9853
72 O -0.6643 4.7133 -7.4083
73 C -1.8136 4.6491 -8.1710
74 N -0.1550 5.7000 -3.8621
75 H 1.8833 4.5158 -5.4958
76 H 2.1869 6.2695 -5.5004
77 H 1.5054 5.6482 -6.8881
78 H -0.1885 6.8001 -5.6808
79 H -1.9659 5.1401 -5.7457
80 H -0.7340 3.9237 -5.4867
81 H -2.4785 3.8364 -7.7880
82 H -1.5439 4.3460 -9.1434
83 H -2.2778 5.6203 -8.2671
84 H -0.6360 6.5835 -3.5660
85 H 0.7129 5.7017 -3.3514
86 C -0.9402 1.0230 -5.0527
87 C 0.3002 0.1564 -5.2809
88 C 1.4798 1.1228 -5.2156
89 O 2.6561 0.4390 -5.6056
90 C 3.6573 1.3615 -5.9059
91 N 0.4351 -0.7952 -4.1676
92 H -1.9169 0.5021 -4.9737
93 H -1.0623 1.7862 -5.8385
94 H -0.9239 1.5826 -4.0981
95 H 0.4053 -0.4031 -6.1981
96 H 1.5973 1.4752 -4.1343
97 H 1.3770 1.9438 -5.9109
98 H 4.5324 0.8404 -6.0932
99 H 3.8261 2.1521 -5.1163
100 H 3.4719 1.9380 -6.8724
101 H 0.5003 -0.4633 -3.1571
102 H 1.2421 -1.4186 -4.3507
103 C -2.5632 -6.5516 -1.1108
104 C -1.8515 -5.2317 -0.7001
105 C -0.3548 -5.3636 -0.9460
106 O 0.3544 -4.1624 -0.6793
107 C 0.8792 -3.5770 -1.8550
108 N -2.5402 -4.1625 -1.3747
109 H -2.1978 -6.9518 -2.1091
110 H -3.6395 -6.3940 -1.1576
111 H -2.1664 -7.3464 -0.4837
112 H -2.1151 -5.1487 0.3937
113 H -0.2262 -5.7164 -1.9644
114 H 0.1284 -6.1479 -0.3018
115 H 0.2042 -3.5826 -2.7260
116 H 1.7278 -4.0869 -2.2289
117 H 1.1507 -2.5577 -1.5849
118 H -2.3709 -4.1901 -2.3584
119 H -2.3181 -3.1977 -1.1047
120 C 0.1046 -0.3877 1.6456
121 C 0.2586 -0.0332 0.1422
122 C 1.6792 -0.2658 -0.2547
123 O 1.8455 0.1813 -1.6039
124 C 3.1757 -0.1327 -1.9157
125 N -0.7980 -0.6931 -0.5740
126 H 0.3522 -1.4520 1.8899
127 H -0.8514 -0.0743 2.0092
128 H 0.8963 0.0295 2.3565
129 H 0.1205 1.0306 0.0466
130 H 2.0960 -1.3074 -0.1274
131 H 2.3631 0.3477 0.3668
132 H 3.8182 0.5570 -1.3659
133 H 3.3428 0.1083 -2.9802
134 H 3.4704 -1.1426 -1.6643
135 H -0.8100 -1.7030 -0.4649
136 H -0.7144 -0.4711 -1.5442
137 C -5.3529 0.8381 0.6667
138 C -4.0389 0.0704 0.8767
139 O -3.0827 0.6475 0.0094
140 H -6.1899 0.2995 1.1654
141 H -5.6640 0.8720 -0.3531
142 H -5.3509 1.8121 1.0984
143 H -4.1957 -1.0071 0.5816
144 H -3.7576 0.1187 1.9398
145 H -2.3518 0.0467 -0.2272
146 C -5.5399 -3.5467 2.0614
147 C -4.5016 -3.9793 1.0821
148 O -5.1632 -3.7204 -0.2199
149 H -6.4616 -4.0835 1.8241
150 H -5.6926 -2.4660 1.9830
151 H -5.3844 -3.8033 3.1094
152 H -4.4196 -5.0901 1.0788
153 H -3.5592 -3.5003 1.2516
154 H -4.4805 -3.8690 -0.8947
155 C -2.3860 0.6792 6.1040
156 C -1.8566 1.6633 5.0733
157 O -0.6084 1.1363 4.6577
158 H -3.1497 1.1757 6.7532
159 H -1.5407 0.3441 6.6293
160 H -2.8886 -0.2362 5.6572
161 H -1.5878 2.6133 5.5284
162 H -2.5540 1.7532 4.2501
163 H -0.5575 1.5500 3.7896
164 C 1.3010 3.4815 0.8799
165 C 0.6114 3.3451 2.2366
166 O -0.4706 2.4051 2.2140
167 H 0.5445 3.7428 0.1254
168 H 1.7147 2.5685 0.5138
169 H 2.0771 4.2750 0.8978
170 H 0.2199 4.2786 2.5921
171 H 1.3580 3.0412 2.9715
172 H -1.1989 2.7952 1.6833
173 C -3.5193 5.3550 0.5565
174 C -3.2498 3.9669 -0.0676
175 O -2.7374 3.0221 0.8862
176 H -3.9771 5.2447 1.5431
177 H -4.2275 5.9627 -0.0746
178 H -2.6901 6.0362 0.6839
179 H -2.6447 4.1219 -0.9594
180 H -4.3329 3.6275 -0.3133
181 H -2.6309 2.1320 0.4784

Its net charge is 0. The LUMO energy is 0.5 eV. For the highest occupied orbital energy, the calculation gives -8.673 eV.

Here are the Löwdin charges for atoms 1 to 2, given in e:
1 C -0.072
2 C -0.450

---

The most stable arrangement is A, and the next structure is 21.1 kcal/mol less stable.